4 unconnected molecules or ions with the total composition CH10N2O4 at a distorted geometry, computed with ωB97M-V/def2-TZVPD.

The orbital gap comes out at 10.66 eV. As for the structure (SMILES): NC(N)=O.O.O.O. Its spin multiplicity is 1.

Geometry (Å):
1 N 2.07 0.47 0.37
2 C 1.04 0.52 1.30
3 N 1.46 0.86 2.57
4 O -0.11 0.37 0.95
5 H 2.73 1.23 0.38
6 H 1.74 0.02 -0.47
7 H 0.82 1.36 3.15
8 H 2.45 0.82 2.73
9 H -2.01 -0.20 -2.85
10 H -2.43 -0.79 -1.57
11 O -2.12 -1.08 -2.45
12 H 0.16 -1.76 -1.92
13 H 1.53 -2.23 -2.62
14 O 1.12 -1.85 -1.85
15 H -1.97 0.67 0.57
16 H -2.43 1.67 -0.49
17 O -2.76 1.00 0.12

Atom charges from the natural (NBO) analysis, given in e for atoms 1 to 4: -0.875 0.794 -0.845 -0.693

2 unconnected molecules or ions with the total composition CH10N3 at a distorted geometry, computed with ωB97M-V/def2-TZVPD.

The orbital gap comes out at 11.47 eV. As for the charge: +1. Its spin multiplicity is 1.

Geometry (Å):
1 N -2.26 1.31 -0.49
2 H -0.54 0.62 0.11
3 H -2.67 1.50 0.41
4 H -2.43 2.15 -1.01
5 H -2.60 0.48 -0.94
6 N 0.82 -1.75 0.23
7 C 1.36 -0.47 -0.14
8 N 0.48 0.60 0.44
9 H 1.39 -2.27 0.88
10 H 0.43 -2.30 -0.52
11 H 2.36 -0.19 0.10
12 H 1.26 -0.19 -1.20
13 H 0.87 1.54 0.48
14 H 0.21 0.32 1.42

Atom charges from the natural (NBO) analysis, given in e for atoms 1 to 4: -1.110 0.474 0.385 0.397

3 unconnected molecules or ions with the total composition CH10N3O2 at a distorted geometry, computed with ωB97M-V/def2-TZVPD.

The orbital gap comes out at 11.88 eV. As for the charge: +1. Its spin multiplicity is 1.

Geometry (Å):
1 N -0.15 -0.26 -1.15
2 C 1.07 0.26 -1.31
3 N 1.71 0.71 -0.23
4 N 1.49 0.74 -2.50
5 H -0.61 -0.16 -0.26
6 H -0.65 -0.31 -2.02
7 H 1.34 0.37 0.66
8 H 2.39 1.43 -0.15
9 H 0.90 0.78 -3.32
10 H 2.11 1.52 -2.39
11 H -0.84 -0.63 2.06
12 H 0.32 -1.61 1.98
13 O -0.02 -0.81 1.59
14 H -3.65 -0.23 2.23
15 H -2.65 -1.37 2.30
16 O -2.76 -0.44 2.51

Atom charges from the natural (NBO) analysis, given in e for atoms 1 to 4: -0.751 0.689 -0.770 -0.763

A molecular structure, CH10NO2 at a distorted geometry, computed with ωB97M-V/def2-TZVPD.

The orbital gap comes out at 5.05 eV. As for the charge: +1. Its spin multiplicity is 1.

Geometry (Å):
1 C -0.56 -2.21 0.33
2 N 0.44 2.11 -0.58
3 H 0.26 -2.87 0.69
4 H -0.94 -2.69 -0.56
5 H 0.07 -1.34 0.10
6 H -1.31 -2.13 1.10
7 H 1.30 2.37 -1.10
8 H -0.19 2.92 -0.72
9 H 0.04 1.06 -1.05
10 H -1.13 0.16 -1.77
11 O -0.27 0.01 -1.33
12 H 0.77 0.97 2.42
13 H 0.92 1.11 0.89
14 O 0.60 0.53 1.58

Atom charges from the natural (NBO) analysis, given in e for atoms 1 to 4: -0.798 -0.510 0.275 0.227

4 unconnected molecules or ions with the total composition CH10NO3 at a distorted geometry, computed with ωB97M-V/def2-TZVPD.

The orbital gap comes out at 9.97 eV. As for the charge: +1. Its spin multiplicity is 1.

Geometry (Å):
1 C -1.56 0.32 0.92
2 N -0.97 -0.79 1.18
3 H -2.55 0.54 1.33
4 H -1.18 1.15 0.33
5 H -0.25 -0.92 0.45
6 H -1.11 -1.17 2.09
7 H -1.05 0.76 -2.70
8 H 0.40 0.64 -2.26
9 O -0.49 0.51 -1.94
10 H 0.66 2.76 0.25
11 H 1.98 2.01 0.56
12 O 1.15 1.94 0.09
13 H 2.09 -2.30 -0.68
14 H 1.58 -3.05 0.51
15 O 1.32 -2.39 -0.14

Atom charges from the natural (NBO) analysis, given in e for atoms 1 to 4: 0.189 -0.616 0.205 0.255

4 unconnected molecules or ions with the total composition CH10NO4 at a distorted geometry, computed with ωB97M-V/def2-TZVPD.

The orbital gap comes out at 8.12 eV. As for the charge: -1. Its spin multiplicity is 1.

Geometry (Å):
1 N -1.25 -2.73 0.06
2 C -1.34 -1.32 -0.78
3 O -0.78 -0.16 -0.23
4 H -0.93 -2.46 1.01
5 H -0.51 -3.42 -0.25
6 H -2.48 -1.06 -0.83
7 H -0.81 -1.59 -1.77
8 H 1.97 0.01 -1.34
9 H 0.61 0.12 -0.48
10 O 1.62 0.26 -0.49
11 H 2.58 1.03 1.96
12 H 2.45 2.41 1.39
13 O 2.98 1.94 2.12
14 H -1.35 1.77 -0.73
15 H -1.13 2.61 0.64
16 O -1.64 2.58 -0.26

Atom charges from the natural (NBO) analysis, given in e for atoms 1 to 4: -0.946 0.124 -0.945 0.345

5 unconnected molecules or ions with the total composition CH10NO6 at a distorted geometry, computed with ωB97M-V/def2-TZVPD.

The orbital gap comes out at 9.59 eV. As for the charge: -1. Its spin multiplicity is 1.

Geometry (Å):
1 N -1.24 0.60 1.93
2 C -0.03 0.69 1.23
3 O 0.32 1.84 0.89
4 O 0.52 -0.42 0.96
5 H -1.71 1.45 2.17
6 H -1.63 -0.31 2.11
7 H 1.93 -1.75 -0.25
8 H 0.69 -1.80 -1.09
9 O 1.54 -2.26 -0.97
10 H -0.31 1.46 -1.96
11 H -1.47 1.87 -1.10
12 O -1.28 1.58 -2.00
13 H -0.63 -1.61 0.51
14 H -0.91 -3.08 -0.06
15 O -1.31 -2.24 0.15
16 H 1.57 1.86 -0.33
17 H 1.94 0.58 -1.04
18 O 2.02 1.53 -1.15

Atom charges from the natural (NBO) analysis, given in e for atoms 1 to 4: -0.907 0.888 -0.805 -0.853

4 unconnected molecules or ions with the total composition CH10O3S at a distorted geometry, computed with ωB97M-V/def2-TZVPD.

The orbital gap comes out at 10.24 eV. As for the structure (SMILES): CS.O.O.O. Its spin multiplicity is 1.

Geometry (Å):
1 C -0.30 -2.87 -0.30
2 S 0.55 -2.01 -1.67
3 H -1.40 -2.69 -0.26
4 H -0.11 -4.00 -0.48
5 H 0.19 -2.58 0.64
6 H 1.38 -2.88 -1.94
7 H -1.97 2.28 2.01
8 H -0.44 2.32 1.64
9 O -1.26 1.85 1.55
10 H 1.50 3.44 0.17
11 H 1.45 1.95 0.45
12 O 1.21 2.82 0.88
13 H 0.19 0.15 -1.06
14 H -0.92 1.17 -0.59
15 O -0.06 1.05 -1.02

Atom charges from the natural (NBO) analysis, given in e for atoms 1 to 4: -0.739 -0.042 0.236 0.228